17
Properties=species:S:1:pos:R:3:forces:R:3 method="wB97M-V/def2-TZVPD" homo_energy_ev=-9.33 lumo_ev=1.11 orbital_gap_ev=10.4 total_charge=0 smiles=C[C@H]1O[C@H]2CC[C@H]21 spin_multiplicity=1 e_tot_ev=-8429.284
O 0.5738 -0.7479 1.3486 0.528 0.712 0.817
C -0.7254 -0.9909 0.8582 0.510 -0.736 -1.117
C -0.0946 -0.7140 -0.7048 -1.183 -2.044 0.688
C 1.7861 0.8446 -0.0907 0.542 -0.049 0.347
C -1.6122 0.2213 0.6194 -0.173 0.451 0.004
C 1.1677 -0.5365 0.0738 0.470 1.403 -0.184
C -1.1394 0.3659 -0.8350 -0.101 0.606 -0.087
H 1.0916 1.6947 -0.0033 -0.019 -0.547 0.008
H 1.9161 -1.3328 -0.1099 -0.324 0.385 -0.029
H -1.8946 0.0334 -1.5544 0.060 0.113 0.177
H -1.1234 -1.8082 1.4751 -0.270 -0.160 -0.827
H -2.6802 0.0138 0.7103 0.084 -0.010 0.094
H -0.7996 1.3529 -1.1339 0.054 0.199 -0.131
H 2.5135 0.9457 0.7074 0.328 0.269 0.066
H 0.0592 -1.3247 -1.5862 -0.390 -0.500 -0.009
H -1.3521 1.0637 1.2616 -0.049 -0.019 0.096
H 2.3104 0.9313 -1.0483 -0.068 -0.073 0.088

=====

59
Properties=species:S:1:pos:R:3:forces:R:3 method="wB97M-V/def2-TZVPD" homo_energy_ev=-9.42 lumo_ev=-1.83 orbital_gap_ev=7.6 total_charge=0 smiles="O=C1C=C(O)C(=O)C=C1O.O=C1C=C(O)C(=O)C=C1O.O=C1C=C(O)C(=O)C=C1O.O=C1C=C(O)C(=O)C=C1O.O" spin_multiplicity=1 e_tot_ev=-59984.358
O -1.2053 -7.0500 3.8467 -0.417 -0.347 -0.443
O -0.4714 0.0607 0.5101 0.132 0.316 -0.263
O 3.7457 2.7612 2.8006 0.689 0.562 -0.197
O -2.4045 -6.0893 1.6178 -0.308 -0.133 -0.172
O -5.0580 -2.1898 -4.6475 -0.264 -1.144 0.308
O -5.0479 -4.5405 -3.1565 0.079 0.027 -0.075
O 0.5961 -2.8483 4.7853 0.042 0.004 0.336
O 0.3621 3.3267 -2.8516 -0.144 -0.118 -0.789
O 0.2467 -2.2698 2.1912 0.322 0.841 0.391
O -2.9584 -2.0647 0.2408 0.308 0.253 0.080
O 4.0881 2.1871 -0.2932 0.243 0.413 -0.141
O 1.7223 2.7722 -5.1160 0.623 0.168 -0.148
O 5.6274 2.7416 -2.4889 0.617 -0.246 0.405
O -0.8427 2.8902 2.0605 0.276 0.840 -0.804
O 4.0552 5.2400 1.6467 -0.015 0.184 -0.060
O -2.3948 -0.0076 -1.5391 0.311 -1.058 0.135
O -0.4858 5.1053 0.4629 -0.425 -0.255 -0.112
C 1.8061 5.2648 1.0118 0.772 -0.200 0.132
C 0.3708 3.4488 1.8916 0.080 -1.405 0.178
C 0.4825 4.6634 1.0377 0.573 0.816 0.231
C 3.5193 2.5630 -1.4465 -0.182 -0.733 0.727
C -0.2803 -3.2654 2.6188 -0.912 -1.836 -0.524
C 1.4506 2.8116 2.3738 -0.784 -0.737 0.499
C -4.4058 -3.4557 -2.7040 -1.030 -0.257 0.104
C 2.1902 2.7222 -1.5157 -0.114 0.307 -0.007
C 1.5260 3.0039 -2.7854 0.914 -0.069 1.854
C -3.9141 -3.3869 -1.4583 0.307 -0.975 -0.153
C 4.4345 2.6841 -2.6363 -1.114 0.361 -0.706
C -3.6118 -1.1547 -3.1550 0.794 0.062 0.289
C -3.2488 -2.2051 -0.9233 -0.418 -0.325 -0.886
C -1.6000 -5.3011 2.3210 0.524 0.134 -0.803
C -0.0325 -3.7481 4.0243 0.435 0.801 0.634
C -3.0068 -1.1289 -1.9535 -0.675 1.130 0.241
C -1.1532 -4.1293 1.8304 -0.278 -0.163 -0.082
C 2.8394 4.6852 1.6517 1.181 -0.071 -0.220
C 3.7394 2.7388 -3.9190 0.400 -0.171 -0.268
C 2.4143 2.8352 -3.9642 -1.585 0.049 -1.368
C -4.4338 -2.2715 -3.6057 0.994 1.767 -0.166
C -1.0510 -5.8789 3.5737 0.214 0.436 1.378
C 2.7957 3.3297 2.3200 -1.632 0.289 0.043
C -0.3720 -4.9607 4.4831 0.091 0.207 -0.573
H 2.0463 6.1583 0.4527 -0.477 0.127 -0.034
H -3.9310 -4.2974 -0.8701 -0.144 0.194 0.272
H -3.4015 -0.3103 -3.7974 -0.451 -0.054 -0.234
H 4.2669 2.6502 -4.8597 0.278 0.063 0.176
H -1.4503 -3.8289 0.8376 0.019 0.211 0.048
H 0.7921 2.9978 -4.9534 0.011 -0.004 0.285
H 5.0542 2.1665 -0.4121 -0.058 0.060 -0.100
H 1.2689 1.8776 2.8943 0.226 0.014 0.039
H -0.1341 -5.3002 5.4790 0.064 0.006 0.023
H 1.5699 2.6919 -0.6308 0.072 -0.087 0.070
H -2.5460 -6.9244 2.0959 0.220 0.080 0.124
H 4.6729 4.6572 2.1200 -0.141 -0.119 -0.003
H 0.0187 0.7926 0.1163 -0.045 -0.073 0.047
H -0.1609 0.0161 1.4210 -0.137 -0.253 -0.057
H -1.9271 -0.2303 -0.7050 0.009 0.356 0.169
H -5.4854 -4.3038 -3.9939 0.174 0.044 0.020
H -1.3984 3.3189 1.3787 -0.286 -0.027 0.356
H 0.7113 -2.0214 4.2861 0.043 -0.262 -0.206

=====

10
Properties=species:S:1:pos:R:3:forces:R:3 method="wB97M-V/def2-TZVPD" homo_energy_ev=-8.72 lumo_ev=0.27 orbital_gap_ev=9.0 total_charge=0 smiles=CNSN spin_multiplicity=1 e_tot_ev=-14947.249
S 1.0084 -1.0378 0.0224 0.586 2.313 0.180
N -0.5653 -0.5732 -0.3760 4.579 -0.646 -0.763
N 2.2429 0.7747 0.0048 -2.311 -1.769 0.832
C -1.5685 -0.1202 0.4415 -1.725 0.597 3.832
H 1.9984 1.0241 -0.9370 0.243 0.137 -0.612
H 3.2284 0.5178 0.0275 -0.178 -0.546 -0.207
H -0.5690 -0.4443 -1.3494 -0.794 0.483 -1.131
H -1.6805 -0.8739 1.2399 -0.200 0.273 -0.085
H -1.6254 0.8633 1.0219 1.168 -0.701 -1.160
H -2.4695 -0.1304 -0.0956 -1.367 -0.140 -0.886

=====

64
Properties=species:S:1:pos:R:3:forces:R:3 method="wB97M-V/def2-TZVPD" homo_energy_ev=-11.16 lumo_ev=-3.47 orbital_gap_ev=7.7 total_charge=+1 spin_multiplicity=1 e_tot_ev=-144050.752
Br 1.6334 -1.5634 -1.6298 -0.105 0.677 -0.251
S -3.2439 4.0204 -0.5800 -1.308 2.409 -0.335
P -0.1307 -0.6472 -2.6726 -1.571 -1.345 -0.400
P -3.2247 3.4223 -3.7153 0.449 -0.586 -3.043
F -4.0253 4.8378 1.7630 -0.606 1.202 -0.040
F -1.9289 4.4217 1.6764 1.023 0.386 0.161
F -3.3871 2.8375 1.7123 0.247 -0.896 0.052
O -2.9243 2.8983 -5.0951 0.014 0.043 1.254
O 2.8143 -5.0295 2.3480 -0.244 -0.066 -0.143
O -4.6660 3.9920 -0.8752 1.357 -0.917 0.069
O 0.5696 -4.5926 4.8414 0.054 0.288 -0.051
O -1.2172 2.4459 -0.3924 -0.029 0.605 -0.757
O 0.2522 -0.6352 -4.2926 0.406 0.868 1.289
O 0.2849 -3.2893 2.0571 0.060 -0.003 0.027
O -2.5099 5.1637 -1.0851 0.221 -1.335 0.201
N -1.0750 1.9456 -3.1207 -0.624 0.063 0.423
N 2.5433 5.3995 -2.2510 -0.334 -0.993 -0.363
C 1.6571 3.1004 -1.8095 0.166 -1.094 -0.578
C 2.6858 -3.7514 1.7565 0.109 -0.149 0.347
C 2.7534 3.9530 -2.5271 -0.458 0.336 1.474
C -1.0580 0.0669 -0.1694 -0.451 0.622 -0.016
C -0.4288 1.3241 -0.7213 -0.369 -1.720 0.401
C -2.4438 2.1427 -2.5647 -1.241 0.962 0.679
C -3.1069 4.0624 1.2835 -0.526 -1.179 -0.122
C -0.1183 1.2195 -2.2348 3.140 -0.537 -0.120
C 1.3071 1.7915 -2.5808 -0.818 1.180 -0.387
C -0.2245 -4.5194 2.5689 -0.209 0.056 -0.058
C -0.5896 -4.4624 4.0378 0.305 -0.305 0.082
C 0.3822 -4.0687 6.1396 0.046 -0.134 -0.062
C -2.4679 2.4310 -1.0282 -0.005 -0.799 0.295
C 3.4221 -5.9632 1.4799 -0.002 0.048 0.147
C 1.6092 -2.9414 2.4519 -0.038 0.117 -0.154
C -1.7034 -0.7668 0.4127 0.303 0.664 0.310
H 0.4559 -5.3449 2.3584 0.091 0.008 0.180
H 2.3282 5.4439 -1.2580 0.236 0.364 0.051
H 1.6567 5.6277 -2.6962 0.126 0.381 -0.051
H 0.6221 -1.5006 -4.5085 0.000 -0.081 -0.378
H 4.4381 -5.6498 1.2173 0.004 -0.035 -0.091
H 1.3128 -4.1956 6.6885 0.004 -0.057 -0.035
H -0.6910 2.8675 -3.3588 0.238 -0.122 -0.002
H -2.2337 -1.3831 1.1098 0.133 -0.273 -0.368
H 1.2478 2.0761 -3.6466 0.195 -0.341 0.119
H 2.0077 2.7913 -0.8165 -0.064 0.404 -0.060
H 1.7205 -2.9778 3.5361 0.076 -0.187 0.002
H 2.7863 3.7543 -3.5994 0.057 0.118 0.081
H 0.1467 -2.9990 6.0953 -0.089 -0.007 0.052
H -1.1421 -4.7031 2.0044 0.000 0.060 -0.001
H 2.4321 -3.8489 0.6925 -0.009 0.040 -0.025
H 2.0833 1.0286 -2.5122 -0.120 0.095 0.186
H 0.5041 1.4321 -0.1666 -0.012 0.224 -0.255
H 3.7015 3.6870 -2.0497 0.063 -0.057 -0.527
H -1.1877 1.4434 -4.0140 0.038 0.260 -0.159
H -0.4166 -4.6020 6.6659 -0.030 0.080 0.047
H -2.5226 4.6464 -3.5611 -0.488 -0.228 0.717
H -1.0970 -3.5135 4.2510 -0.047 0.007 -0.030
H -4.6091 3.5359 -3.4816 0.355 0.137 0.636
H 2.8247 -6.0908 0.5697 0.079 0.024 -0.063
H -3.1001 1.6572 -0.5650 -0.024 0.262 -0.043
H 3.6509 -3.2347 1.8514 -0.038 0.155 -0.154
H 3.4690 -6.9181 1.9989 0.017 0.038 0.048
H 1.7303 -1.8979 2.1479 -0.026 -0.012 -0.052
H 0.7342 3.6812 -1.6628 0.212 0.108 -0.079
H -3.0279 1.2349 -2.7500 0.241 0.073 -0.004
H -1.2656 -5.2937 4.2766 -0.175 0.094 -0.070

=====

19
Properties=species:S:1:pos:R:3:forces:R:3 method="wB97M-V/def2-TZVPD" homo_energy_ev=-12.69 lumo_ev=-4.29 orbital_gap_ev=8.4 total_charge=+1 spin_multiplicity=1 e_tot_ev=-15908.065
Mg 0.3006 1.2240 0.3854 -1.281 0.226 -0.339
O -0.7794 -0.5015 0.2782 0.787 0.277 0.365
O -1.3325 2.1155 0.0656 1.074 -0.228 0.170
O 2.2026 1.1371 -0.1787 -0.597 0.596 -0.331
C -2.4119 1.2444 0.1855 -0.437 -0.145 0.165
C 3.2049 0.1763 0.1886 0.746 -0.510 0.135
C -0.3798 -1.8448 0.0390 0.049 -0.487 -0.167
C -2.0509 -0.1557 -0.2999 -0.754 0.052 -0.435
H 0.6011 -1.9919 0.5021 -0.220 -0.036 -0.042
H 2.5013 1.6899 -0.9206 0.031 -0.190 0.273
H -0.3050 -2.0325 -1.0419 -0.055 0.009 0.254
H 4.1078 0.6988 0.5226 -0.228 -0.161 -0.070
H -1.1108 -2.5314 0.4860 0.245 0.140 -0.115
H 3.4296 -0.4736 -0.6651 -0.067 0.155 0.254
H -2.7996 -0.8998 0.0097 0.228 0.150 -0.063
H 2.8048 -0.4193 1.0154 0.095 0.144 -0.203
H -1.9395 -0.1801 -1.3967 -0.019 -0.011 0.270
H -2.7606 1.1679 1.2355 0.101 0.051 -0.277
H -3.2826 1.5766 -0.4105 0.303 -0.033 0.155

=====

7
Properties=species:S:1:pos:R:3:forces:R:3 method="wB97M-V/def2-TZVPD" homo_energy_ev=-8.46 lumo_ev=-1.00 orbital_gap_ev=7.5 total_charge=0 spin_multiplicity=1 e_tot_ev=-42789.915
S -0.2286 -0.4244 2.1314 -0.457 -1.566 -1.699
S -0.4364 2.5803 1.1406 -0.004 0.324 -0.246
P -1.3410 0.9051 0.9521 -0.317 0.797 0.658
P -0.6921 -1.7683 0.2618 0.225 0.852 1.766
N 0.8365 -0.1928 -1.5585 1.032 0.479 -1.861
C 0.2105 -0.7407 -0.7236 0.759 -1.171 -0.164
H 1.6511 -0.3592 -2.2038 -1.239 0.286 1.545